Entry 1:
Entry from OMol25: a structure of composition C46H50CsN9PS3Se2 at a distorted geometry (the ωB97M-V functional and the def2-TZVPD basis).

Properties
Energy above the lowest of the compared OMol25 structures with the same formula, charge and spin: 1.4171 eV
Frontier orbital gap: 6.48 eV
Charge: -1

Last column: Löwdin charge in e.
Geometry (Å):
Cs 13.65425 13.34104 13.77207  0.761
Se 15.08082 12.25071 16.75031  0.120
Se 17.06683 9.43792 15.44586  0.157
S 10.10793 10.46142 17.93843  1.032
S 9.67860 16.30996 14.54467  0.945
S 12.21878 15.78813 15.88644  0.397
P 16.16825 10.44196 17.15398  0.071
N 13.18232 8.89615 13.21864  -0.115
N 13.94537 10.64858 11.88527  0.127
N 12.41772 12.79362 10.89441  0.096
N 10.17634 11.60409 15.62951  0.109
N 14.35580 8.35760 11.34733  -0.162
N 11.93005 16.31341 13.28060  -0.023
N 10.74240 13.02461 17.37589  0.102
N 10.16881 12.74314 11.20384  -0.116
N 11.05851 11.99115 9.14754  -0.159
C 17.32833 11.79235 19.29757  -0.100
C 17.48242 10.71570 18.42137  -0.387
C 9.48374 9.75773 14.14710  -0.047
C 16.36974 10.75571 11.60854  -0.025
C 9.13342 8.44964 13.98119  -0.127
C 15.16728 7.33950 11.93291  -0.072
C 9.70962 9.42376 16.50628  -0.419
C 9.41101 8.05682 16.36646  -0.065
C 10.24226 12.68567 8.15969  -0.050
C 11.26420 16.96754 11.00257  -0.032
C 10.22839 17.39349 10.15901  -0.105
C 10.35361 13.46462 12.47054  -0.073
C 14.85913 12.43731 10.53331  -0.052
C 18.55262 9.86515 18.52604  -0.126
C 14.04180 9.74878 18.88300  -0.133
C 11.27884 12.54096 10.39740  -0.377
C 15.25221 7.92885 17.87677  -0.137
C 11.98375 11.04640 8.60544  -0.059
C 15.94514 14.11170 8.99801  -0.041
C 13.88942 9.37136 12.09879  -0.379
C 17.49455 11.44873 11.07691  -0.059
C 12.99340 9.81860 14.33977  -0.077
C 9.06329 7.63656 15.07563  -0.120
C 13.44116 8.85544 19.76333  -0.090
C 11.42412 16.19732 14.44585  -1.270
C 13.59389 13.05839 10.20743  -0.237
C 17.32207 12.53564 10.24172  -0.068
C 8.57240 17.16303 11.98435  -0.083
C 14.55914 7.04032 18.64153  -0.111
C 10.95487 16.68664 12.33610  -0.359
C 14.57036 8.55174 9.92457  -0.035
C 10.33995 11.83919 16.87854  -0.725
C 8.96594 11.94185 11.07032  -0.067
C 13.55392 14.09334 9.25298  -0.039
C 9.72274 10.28035 15.39943  -0.321
C 19.52811 10.07201 19.47483  -0.110
C 16.04144 12.97884 9.89047  -0.170
C 15.01759 9.28295 18.02101  -0.397
C 8.92798 17.48204 10.65775  -0.124
C 12.32581 7.71544 13.05550  -0.045
C 18.36407 12.02056 20.23231  -0.077
C 9.62943 16.76156 12.81681  -0.459
C 19.44872 11.13393 20.34175  -0.111
C 13.62566 7.45073 19.58415  -0.083
C 15.08276 11.20392 11.31051  -0.251
C 14.69249 14.60591 8.65861  -0.089
H 8.18040 12.51804 10.55419  0.080
H 9.37286 13.17433 8.62552  0.086
H 8.93239 8.00150 12.98117  0.121
H 11.87003 7.41298 14.04621  0.102
H 9.09587 11.07148 10.42331  0.090
H 16.08063 7.57520 17.28596  0.049
H 10.84723 12.83098 13.23978  0.035
H 13.20012 6.68680 20.21475  0.088
H 11.52910 12.97424 18.02747  0.100
H 13.93408 10.86346 19.04038  0.086
H 20.39601 9.44399 19.60613  0.097
H 10.96615 14.33449 12.23285  0.051
H 14.39135 7.58193 9.49105  0.079
H 16.52395 9.98989 12.34847  0.062
H 9.85067 11.97811 7.40779  0.088
H 12.58080 9.32474 15.24068  0.100
H 15.58083 8.87893 9.61819  0.101
H 8.56198 11.67199 12.03923  0.064
H 14.78349 6.01044 18.58076  0.086
H 16.50843 12.46136 19.22303  0.044
H 15.13791 6.38113 11.33870  0.105
H 9.44927 10.42083 13.26586  0.097
H 12.34069 16.89040 10.83877  0.112
H 18.45539 11.16692 11.40796  0.088
H 13.81832 9.20501 9.53025  0.059
H 10.48858 17.83317 9.16882  0.104
H 16.22800 7.70939 12.03326  0.104
H 11.46820 10.26018 8.13605  0.072
H 12.72204 9.16885 20.56677  0.108
H 13.91958 10.25769 14.68273  0.012
H 12.57801 14.42891 9.00263  0.093
H 12.64138 11.52123 7.86358  0.101
H 16.78808 14.64333 8.64685  0.084
H 18.14168 13.12583 9.74211  0.122
H 11.44777 7.92316 12.41194  0.083
H 20.25711 11.20275 21.08722  0.102
H 12.27829 10.60155 14.01382  0.047
H 10.89046 13.74022 16.68665  -0.006
H 9.39015 13.78621 12.84264  0.082
H 14.83260 7.01182 12.89663  0.069
H 8.17239 17.85957 10.00754  0.078
H 12.91509 6.89828 12.67922  0.051
H 18.35020 12.89405 20.91352  0.102
H 9.37892 7.42593 17.26261  0.109
H 14.58774 15.41786 7.95336  0.098
H 10.82884 13.39158 7.58870  0.073
H 12.62705 10.67563 9.38476  0.058
H 8.83426 6.63664 14.94558  0.075
H 18.68784 9.06169 17.83210  0.059
H 7.54613 17.15630 12.29741  0.092


Entry 2:
Entry from OMol25: a cluster of 7 separate species, C21H51F2O26P5 in total at a distorted geometry (the ωB97M-V functional and the def2-TZVPD basis).

Properties
Energy above the lowest of the compared OMol25 structures with the same formula, charge and spin: 4.8048 eV
Frontier orbital gap: 10.32 eV
Charge: 0
SMILES string: O=C1OC[C@@H](F)O1.O=C1OC[C@@H](F)O1.COP(=O)(OC)OC.COP(=O)(OC)OC.COP(=O)(OC)OC.COP(=O)(OC)OC.COP(=O)(OC)OC

Last column: Löwdin charge in e.
Geometry (Å):
P 18.53644 12.16867 10.80710  0.479
P 16.88377 23.52315 12.22101  0.468
P 21.58925 21.41645 10.07685  0.536
P 14.67994 18.02953 7.74240  0.463
P 10.43566 17.90234 13.48301  0.538
F 16.67087 19.10702 10.50693  0.078
F 16.59874 16.44633 16.99706  0.110
O 16.04438 17.25772 8.06917  -0.218
O 15.35033 17.93058 15.76573  0.107
O 16.87701 16.11143 13.40226  0.137
O 20.67702 21.27452 11.46575  -0.234
O 14.04411 19.83818 15.40900  0.130
O 15.86196 17.44772 11.84686  0.120
O 15.85426 23.16671 13.21254  -0.230
O 22.69182 22.52054 10.50855  -0.233
O 22.22085 20.12648 9.61075  -0.263
O 19.26742 11.08940 9.87811  -0.209
O 10.29256 17.42893 12.06450  -0.263
O 17.07149 12.02965 10.99980  -0.248
O 17.17866 18.36029 13.32553  0.090
O 16.72545 24.99373 11.63487  -0.191
O 13.48778 16.88187 7.81661  -0.226
O 11.59084 17.11905 14.25466  -0.242
O 9.22090 17.80362 14.58625  -0.236
O 20.58863 22.09489 8.96423  -0.221
O 14.36995 19.19198 8.62928  -0.266
O 14.87007 19.35831 17.46145  0.071
O 16.70807 22.55227 10.89421  -0.251
O 19.11740 13.63192 10.31714  -0.231
O 19.25656 11.88994 12.26477  -0.232
O 14.59281 18.41099 6.17608  -0.219
O 10.93580 19.51776 13.67442  -0.246
O 18.45204 23.38088 12.62122  -0.212
C 11.87000 20.09942 12.81328  -0.142
C 15.64762 18.40977 17.98148  -0.131
C 15.82839 18.83317 11.48717  -0.309
C 12.30849 15.96336 13.76334  -0.059
C 9.14000 18.54099 15.82983  -0.086
C 15.43831 22.43797 10.26271  -0.093
C 12.60707 16.87030 8.99485  -0.079
C 16.38415 17.73792 16.75550  -0.269
C 18.51791 10.30627 8.98221  -0.130
C 19.29211 10.53573 12.74162  -0.114
C 16.41629 19.40387 12.75452  -0.053
C 18.97030 24.02972 13.74633  -0.118
C 13.72817 19.50054 5.90846  -0.121
C 18.35438 14.90028 10.36737  -0.054
C 19.86051 20.15730 11.65516  -0.121
C 14.64166 19.04275 16.13646  -0.442
C 19.83734 23.24163 9.26556  -0.121
C 17.33722 17.87611 7.65768  -0.039
C 15.47296 25.49626 11.54748  -0.169
C 23.44548 23.29759 9.63162  -0.115
C 16.67974 17.21973 12.93052  -0.548
H 13.18468 19.48321 4.96378  0.088
H 17.38200 14.79329 9.88661  0.086
H 11.83763 15.13124 14.28676  0.092
H 11.92929 19.81814 11.76186  0.087
H 18.02125 17.18318 7.16772  0.091
H 20.00912 23.66662 10.25448  0.080
H 17.05239 20.28057 12.63254  0.115
H 20.00101 24.02816 8.52889  0.093
H 14.63753 22.87825 10.85686  0.085
H 14.43148 20.32711 5.80729  0.090
H 17.25570 18.31879 16.45369  0.174
H 13.14415 17.20836 9.88105  0.067
H 8.86114 17.92127 16.68205  0.084
H 15.65747 19.69634 13.48029  0.125
H 18.74060 10.26801 7.91588  0.088
H 17.20994 18.73640 7.00056  0.084
H 11.72579 21.17983 12.81744  0.086
H 14.93396 17.69814 18.39667  0.144
H 16.37334 18.71016 18.73726  0.144
H 18.35656 24.88227 14.03716  0.086
H 17.73371 18.21505 8.61477  0.068
H 14.85233 25.30358 12.42257  0.096
H 19.97425 24.43806 13.63038  0.095
H 15.29003 21.38960 10.00381  0.068
H 18.89991 15.76837 9.99733  0.084
H 18.83477 20.52558 11.63712  0.064
H 20.14756 19.58713 12.53869  0.099
H 20.01148 19.40470 10.88128  0.084
H 18.56803 9.29101 9.37568  0.088
H 24.49931 23.22244 9.89976  0.095
H 10.13409 18.90397 16.09086  0.081
H 12.80707 20.03019 13.36574  0.059
H 12.95951 19.65253 6.66620  0.084
H 18.89764 9.77556 12.06736  0.080
H 14.86031 19.22058 11.16963  0.154
H 15.45221 22.93997 9.29528  0.092
H 23.02060 24.30096 9.60323  0.094
H 8.37684 19.31318 15.73282  0.089
H 14.96378 25.28928 10.60621  0.093
H 12.21621 15.86623 9.15967  0.087
H 13.39082 15.98032 13.89130  0.083
H 12.13996 15.89586 12.68857  0.072
H 18.99742 23.44250 14.66423  0.093
H 18.79632 22.91855 9.26626  0.080
H 15.60182 26.57759 11.59460  0.095
H 23.44075 22.80102 8.66131  0.090
H 20.31306 10.15990 12.67441  0.077
H 11.71710 17.49419 8.91228  0.085
H 17.44453 10.49158 8.94194  0.081
H 19.07986 10.51726 13.81060  0.093
H 18.09633 15.12561 11.40213  0.065


Entry 3:
Entry from OMol25: a cluster of 2 separate species, C5H13N in total at a distorted geometry (the ωB97M-V functional and the def2-TZVPD basis).

Properties
Energy above the lowest of the compared OMol25 structures with the same formula, charge and spin: 6.5759 eV
Frontier orbital gap: 6.27 eV
Charge: 0

Last column: Löwdin charge in e.
Geometry (Å):
N 1.91353 0.34279 -0.36260  -0.197
C -0.61926 -0.05631 -0.88930  0.062
C -0.17753 -1.82675 0.86038  -0.064
C -1.85236 0.19722 0.49476  -0.073
C -1.14299 -1.08795 -0.01934  -0.411
C 1.89789 1.83121 -0.38082  -0.269
H 1.65682 2.30965 -1.34899  0.046
H -1.81648 -1.77739 -0.53696  0.140
H -2.54723 -0.09554 1.30854  0.129
H -2.58998 0.68128 -0.14342  0.106
H -1.18594 0.84112 1.07284  0.109
H -0.68341 -2.24326 1.73560  0.079
H -1.10484 0.28571 -1.79910  0.092
H 2.89483 2.25272 -0.21094  0.055
H 2.84898 0.09962 -0.68872  -0.004
H 1.05687 2.05152 0.28414  0.040
H 0.18442 -2.69864 0.31318  0.088
H 0.62178 0.05721 -0.82466  0.006
H 0.64490 -1.16422 1.13543  0.066


Entry 4:
Entry from OMol25: a structure of composition C18H38Cl3F2IN2Na3O14PS at a distorted geometry (the ωB97M-V functional and the def2-TZVPD basis).

Properties
Frontier orbital gap: 1.33 eV
Charge: 0

Last column: Löwdin charge in e.
Geometry (Å):
I -0.28005 -3.56469 -1.87091  1.016
Cl -4.87079 -3.12631 5.06541  0.524
Cl -0.03327 -1.60325 6.26993  -0.185
Cl -2.09919 -4.82495 3.99173  0.450
S 0.27750 -0.05846 -0.37247  0.983
P -0.26093 -0.82609 -7.16675  0.655
Na 2.43136 0.49774 1.35822  0.545
Na -0.69712 -4.51338 0.85017  0.479
Na 2.89421 -0.52802 4.19182  0.679
F 0.07297 4.52558 2.05931  -0.601
F -3.06902 2.91030 3.97583  0.062
O 1.00768 1.43047 -0.10542  -0.339
O -2.74855 6.00475 5.44051  0.072
O 0.99490 -0.01298 -7.88270  -0.235
O -4.84823 6.31623 6.19243  0.172
O 6.43586 -0.64394 4.47830  -0.015
O 0.52514 2.54284 1.89382  -0.190
O -0.36947 0.26501 -5.93220  -0.214
O 1.49348 -1.18539 0.16067  -0.413
O -1.31653 -0.17509 -8.25294  -0.245
O -1.18277 -1.89640 -6.64346  -0.212
O -4.62526 -5.42945 8.14310  -0.514
O -0.81722 -0.31299 0.50910  -0.320
O -4.34558 4.49724 4.95140  0.131
O 2.06267 -2.38838 -3.10987  0.046
N 8.47821 -1.18716 5.29025  0.163
N 8.26467 0.45874 3.70559  0.155
C -2.21289 -1.02483 -8.97741  -0.285
C 0.88927 1.26447 -8.52532  -0.263
C 1.57446 -2.39644 -2.06091  -0.739
C 0.19635 -0.07652 -4.67938  -0.286
C 1.71223 -0.16085 -4.73491  -0.075
C 7.64968 -0.46866 4.49030  -0.684
C 0.48505 0.56879 3.36713  -0.245
C -2.10563 4.91265 4.77377  -0.066
C 2.30808 -1.60774 -0.92955  -0.215
C -0.31589 1.84884 2.81114  -0.155
C 0.11890 2.41546 0.58216  -0.230
C -4.60725 -4.88938 5.12193  -0.682
C -3.25962 4.25183 4.07669  -0.314
C 0.79260 2.43564 -7.57203  -0.069
C -4.05654 5.67041 5.59108  -0.549
C -3.16970 -5.24736 5.38422  -0.618
C -3.61917 -0.88283 -8.43086  -0.074
C -0.39841 -0.41854 4.12937  -0.341
H -0.81437 0.10727 4.99160  0.022
H -5.22479 -5.27880 5.93444  0.042
H 3.08215 -2.30202 -0.54087  0.150
H 9.25472 0.61701 3.70224  0.101
H 1.31222 1.02096 4.02515  0.112
H -0.19269 2.49515 -7.11112  0.076
H -3.07935 -6.32090 5.53405  0.078
H -3.63864 -0.99373 -7.34601  0.074
H 0.95266 3.36880 -8.11636  0.085
H -0.23046 -1.02144 -4.32199  0.091
H -0.50536 2.45965 3.71204  0.126
H -3.48265 4.66421 3.09106  0.175
H 0.18830 -1.35470 4.46435  -0.128
H 2.13953 0.75597 -5.14123  0.079
H -4.01421 0.11075 -8.64982  0.077
H 2.03626 -0.98135 -5.38084  0.081
H 0.08800 1.28247 -9.26009  0.112
H -1.29997 1.57445 2.39884  0.126
H 2.85841 -0.74889 -1.36686  0.141
H -1.22478 -0.78601 3.48288  0.090
H -2.19137 -0.71287 -10.02408  0.118
H -1.88229 -2.06299 -8.94471  0.104
H 1.02135 0.07352 2.48634  0.037
H 1.53456 2.36298 -6.77693  0.069
H 2.12212 -0.32426 -3.74310  0.044
H -0.09897 0.70401 -3.97456  0.121
H 7.68241 1.00949 3.10258  0.101
H -4.28717 -1.62628 -8.86904  0.079
H 8.05718 -1.87979 5.88350  0.113
H 1.81372 1.36831 -9.09905  0.121
H -4.96284 -5.31039 4.17991  0.056
H -1.34174 5.26451 4.07767  0.120
H -2.78323 -4.74701 6.26952  0.073
H 9.47246 -1.06188 5.31851  0.102
H 0.33007 3.39719 0.11300  0.145
H -5.45272 -4.97983 8.33380  -0.162
H -1.63667 4.25955 5.51332  0.143
H -0.95806 2.22996 0.44353  0.145


Entry 5:
Entry from OMol25: a structure of composition C6H6FeO2 at a distorted geometry (the ωB97M-V functional and the def2-TZVPD basis).

Properties
Multiplicity: 5
<S²>: 6.008
Frontier orbital gap (alpha / beta): 8.05 / 7.05 eV
Charge: +2

Last column: Löwdin charge in e.
Geometry (Å):
Fe 3.16179 1.36482 -0.43148  1.402
O 1.47069 1.54029 -1.23683  -0.042
O 2.40859 -0.11407 0.61017  -0.024
C -1.53888 -0.65083 0.55434  -0.041
C 1.07846 -0.31614 0.40276  -0.199
C 0.15950 -0.96534 1.04747  0.116
C -0.78810 0.78335 -1.34155  0.032
C 0.53182 0.81257 -0.89454  -0.182
C -1.76368 0.05517 -0.67123  0.034
H -1.90149 -0.08457 1.42682  0.151
H -2.74729 -0.02438 -1.13477  0.155
H -2.04041 -1.62914 0.57268  0.138
H 0.19778 -1.50322 1.99129  0.128
H 2.77448 -0.58936 1.37129  0.180
H -1.00326 1.32085 -2.26643  0.152


Across the entries above, electronic energy takes the values -234964.2499, -127725.9888, -6879.6214, -135393.9924, -44779.2443 eV, respectively.